(a)
An isolated molecule of C8H13N3O, computed with wB97M-V/def2-TZVPD.

Properties
SMILES string: Cc1nnc(C2CCNCC2)o1

XYZ file:
```
25
Properties=species:S:1:pos:R:3:nbo_charge:R:1
C 1.32 -0.97 -3.36 -0.659
C 1.12 -0.28 -2.02 0.436
C 0.35 0.76 -0.35 0.471
C -0.45 1.20 0.89 -0.253
C 0.14 0.53 2.07 -0.409
C -0.06 -0.99 2.08 -0.222
C -2.11 -0.67 0.85 -0.226
C -1.94 0.89 0.78 -0.416
H 2.31 -0.69 -3.71 0.256
H 1.25 -2.04 -3.18 0.231
H 0.51 -0.59 -4.10 0.230
H -0.32 2.31 0.89 0.244
H -0.44 0.97 2.85 0.212
H 1.21 0.79 2.18 0.240
H 0.47 -1.40 1.22 0.159
H 0.26 -1.49 2.93 0.206
H -1.71 -2.17 2.14 0.356
H -1.65 -1.17 -0.04 0.162
H -3.15 -1.00 0.84 0.201
H -2.46 1.35 -0.07 0.221
H -2.42 1.16 1.72 0.218
N 2.16 0.26 -1.46 -0.292
N 1.65 0.92 -0.33 -0.330
N -1.50 -1.18 2.09 -0.621
O -0.02 0.15 -1.44 -0.416
```

(b)
An isolated molecule of C8H13N3O, computed with wB97M-V/def2-TZVPD.

Properties
SMILES string: [H]/N=C(/[C@H](O)C#N)N1CCCCC1

XYZ file:
```
25
Properties=species:S:1:pos:R:3:nbo_charge:R:1
C 2.20 -1.28 -0.29 0.264
C 2.52 -0.15 0.59 -0.047
C -2.38 -0.85 -0.25 -0.399
C -1.93 0.48 -1.00 -0.405
C -1.11 -1.47 0.33 -0.410
C -0.98 1.43 -0.27 -0.215
C -0.35 -0.48 1.21 -0.223
C 1.41 0.86 0.17 0.468
N 1.92 -2.06 -1.08 -0.327
N 0.10 0.62 0.40 -0.422
N 1.92 1.78 -0.55 -0.773
O 3.84 0.31 0.23 -0.693
H 2.39 -0.63 1.67 0.221
H -3.04 -0.53 0.44 0.192
H -2.90 -1.29 -1.10 0.223
H -1.43 0.05 -1.99 0.216
H -2.93 1.09 -1.31 0.221
H -1.16 -2.40 1.03 0.205
H -0.54 -1.87 -0.42 0.229
H -0.39 2.14 -0.91 0.206
H -1.34 1.97 0.56 0.203
H -0.95 -0.15 1.97 0.192
H 0.35 -1.09 1.73 0.221
H 1.25 2.35 -0.99 0.347
H 3.53 1.18 -0.22 0.507
```

Which of them is the least stable? Correct choice: (b).

(a)
The ion C6H15N2 with charge +1, computed with wB97M-V/def2-TZVPD.

Properties
total charge: +1
SMILES string: C=CC[C@@H]([NH3+])CNC

XYZ file:
```
23
Properties=species:S:1:pos:R:3:nbo_charge:R:1
N 1.13 0.98 -1.21 -0.695
C 0.76 0.51 0.18 -0.050
C 1.07 -0.98 0.24 -0.468
C 0.75 -1.63 1.56 -0.216
C 1.56 -2.48 2.16 -0.329
C -0.73 0.80 0.30 -0.277
N -1.45 0.39 -0.89 -0.675
C -2.42 1.34 -1.40 -0.415
H 1.84 0.35 -1.60 0.439
H 0.26 0.84 -1.77 0.464
H 1.45 1.95 -1.26 0.443
H 1.35 1.05 0.91 0.239
H 2.10 -1.22 0.00 0.227
H 0.50 -1.48 -0.56 0.221
H -0.22 -1.41 1.99 0.204
H 1.44 -2.88 3.16 0.225
H 2.54 -2.70 1.73 0.193
H -1.13 0.38 1.24 0.232
H -1.00 1.82 0.60 0.232
H -1.80 -0.56 -0.79 0.394
H -1.99 2.34 -1.31 0.193
H -2.65 1.18 -2.45 0.220
H -3.34 1.39 -0.82 0.200
```

(b)
A cluster of 2 separate species, C6H15N2 in total, computed with wB97M-V/def2-TZVPD.

Properties
total charge: +1

XYZ file:
```
23
Properties=species:S:1:pos:R:3:nbo_charge:R:1
C -0.65 -1.86 -2.55 -0.648
C -0.74 -0.83 -1.46 -0.105
C -1.68 -0.93 -0.53 -0.115
N -1.85 0.03 0.56 -0.696
H -1.47 -2.58 -2.51 0.226
H -0.67 -1.39 -3.53 0.246
H 0.29 -2.41 -2.47 0.245
H 0.00 -0.05 -1.54 0.223
H -2.35 -1.78 -0.54 0.231
H -1.08 0.73 0.51 0.472
H -2.76 0.50 0.52 0.443
H -1.75 -0.44 1.46 0.445
C 2.21 -0.39 0.55 -0.640
C 1.36 0.53 1.38 -0.253
C 0.83 1.68 0.95 -0.081
N 0.13 2.57 1.82 -0.838
H 2.39 0.05 -0.44 0.213
H 3.16 -0.65 1.00 0.244
H 1.67 -1.33 0.37 0.212
H 1.33 0.37 2.46 0.209
H 0.90 2.02 -0.08 0.199
H 0.08 3.48 1.39 0.381
H 0.65 2.67 2.67 0.386
```

(c)
A cluster of 2 separate species, C6H15N2 in total, computed with wB97M-V/def2-TZVPD.

Properties
total charge: +1

XYZ file:
```
23
Properties=species:S:1:pos:R:3:nbo_charge:R:1
C 1.49 2.07 0.29 -0.668
C 0.77 1.47 -0.87 0.151
C -0.21 1.96 -1.59 -0.373
N 1.24 0.10 -1.15 -0.742
H 1.16 3.10 0.45 0.258
H 1.26 1.51 1.20 0.239
H 2.56 2.05 0.13 0.233
H -0.67 1.42 -2.41 0.216
H -0.58 2.95 -1.37 0.241
H 0.82 -0.58 -0.41 0.465
H 2.26 0.06 -1.17 0.427
H 0.91 -0.22 -2.06 0.429
C -1.68 -0.07 1.61 -0.611
C -1.58 -1.18 0.58 -0.243
C 0.11 -2.81 0.50 0.016
N -0.17 -1.59 0.41 -0.466
H -2.68 0.35 1.61 0.236
H -1.48 -0.47 2.60 0.223
H -0.97 0.72 1.40 0.199
H -1.95 -0.86 -0.40 0.204
H -2.17 -2.05 0.90 0.198
H -0.65 -3.56 0.70 0.180
H 1.14 -3.13 0.38 0.188
```

(d)
A cluster of 2 separate species, C6H15N2 in total, computed with wB97M-V/def2-TZVPD.

Properties
total charge: +1

XYZ file:
```
23
Properties=species:S:1:pos:R:3:nbo_charge:R:1
C 1.52 -0.42 -0.95 -0.322
C 2.21 0.49 -0.01 -0.321
C 0.87 -0.24 0.51 -0.034
C -0.45 1.66 -0.64 -0.771
C -1.42 0.32 1.28 -0.708
C -0.29 0.53 0.33 0.501
N -1.73 -1.33 -1.08 -1.086
N 1.12 -1.25 1.47 -0.770
H 0.89 -0.16 -1.72 0.227
H 2.02 -1.35 -1.06 0.265
H 3.05 0.10 0.68 0.293
H 2.04 1.61 -0.06 0.241
H -0.29 2.71 -0.27 0.309
H -1.40 1.62 -1.16 0.275
H 0.33 1.75 -1.44 0.248
H -1.85 -0.61 1.14 0.289
H -0.90 0.51 2.28 0.249
H -2.18 1.07 1.13 0.248
H -1.38 -0.71 -1.81 0.355
H -2.53 -1.85 -1.44 0.407
H -0.87 -1.83 -0.91 0.360
H 0.31 -1.83 1.36 0.367
H 0.95 -0.78 2.39 0.376
```

Which of them is the least stable? Correct choice: (d).